<i>
The following is a DFT calculation (ωB97M-V/def2-TZVPD) of a gas-phase ion, C10H13N2 (charge +1).

Computed properties:
SMILES: C=C1C=CN=C[C@@H]1C=C=C(C)[NH3+]
Lowest unoccupied orbital energy: -3.814 eV

ORCA input file:
```
! wB97M-V def2-TZVPD RIJCOSX def2/J DEFGRID3
* xyz 1 1
C 0.788 1.248 0.552
C 1.493 0.354 -0.063
C 1.912 0.484 -1.465
C 2.756 -0.444 -2.052
N 3.231 -1.496 -1.364
C 2.805 -1.780 -0.187
C 1.784 -0.989 0.598
C 0.531 -1.833 0.746
C -0.652 -1.303 0.631
C -1.259 -0.097 0.306
C -1.864 0.154 -1.029
N -1.882 0.655 1.430
H 0.710 2.290 0.192
H 0.534 0.963 1.576
H 1.407 1.335 -1.999
H 3.164 -0.541 -3.044
H 3.251 -2.682 0.195
H 2.294 -0.721 1.636
H 0.672 -2.961 1.003
H -2.846 -0.233 -1.143
H -1.755 1.217 -1.290
H -1.261 -0.332 -1.756
H -1.628 0.185 2.229
H -2.966 0.611 1.269
H -1.556 1.647 1.446
*
```

Atomic partial charges in e from the Löwdin method, atoms 1 to 6:
1. C 0.003
2. C -0.299
3. C 0.004
4. C -0.109
5. N 0.061
6. C -0.084

<ii>
The following is a DFT calculation (ωB97M-V/def2-TZVPD) of a gas-phase ion, C10H13N2 (charge +1).

Computed properties:
SMILES: Cc1ccccc1C1=[N+](C)N1C
Lowest unoccupied orbital energy: -5.116 eV

ORCA input file:
```
! wB97M-V def2-TZVPD RIJCOSX def2/J DEFGRID3
* xyz 1 1
C -0.648 0.735 2.224
C -0.665 1.305 0.833
C -1.083 2.585 0.633
C -0.969 3.165 -0.691
C -0.446 2.405 -1.755
C 0.080 1.178 -1.458
C -0.022 0.631 -0.191
C 0.631 -0.630 0.161
N 0.836 -1.698 0.865
C 0.119 -2.942 1.059
N 1.714 -1.304 -0.345
C 1.426 -1.922 -1.598
H -0.970 1.499 2.871
H -1.473 -0.078 2.124
H 0.332 0.365 2.417
H -1.755 3.260 1.310
H -1.121 4.256 -0.816
H -0.356 2.764 -2.750
H 0.432 0.536 -2.301
H 0.531 -3.493 0.164
H -1.029 -2.781 0.983
H 0.386 -3.339 2.022
H 1.522 -1.362 -2.527
H 2.202 -2.840 -1.697
H 0.327 -2.294 -1.536
*
```

Atomic partial charges in e from the Löwdin method, atoms 1 to 6:
1. C -0.003
2. C -0.247
3. C -0.004
4. C 0.011
5. C -0.042
6. C -0.009

<iii>
The following is a DFT calculation (ωB97M-V/def2-TZVPD) of 2 unconnected molecules or ions with the total composition C10H13N2.

Computed properties:
Lowest unoccupied orbital energy (alpha / beta): -7.135 / -7.133 eV

ORCA input file:
```
! wB97M-V def2-TZVPD RIJCOSX def2/J DEFGRID3
* xyz 1 1
C -3.386 -0.092 -0.443
C -2.803 -1.372 -0.378
C -2.740 1.018 -0.074
C -1.520 -1.594 -0.082
C -1.321 0.916 0.117
C -0.607 -0.478 0.046
C 0.918 1.078 0.197
C 1.769 1.406 1.458
C 1.605 1.447 -1.208
C 2.089 -2.532 0.327
N -0.409 1.749 0.212
N 0.617 -0.367 0.151
H -4.344 0.115 -0.837
H -3.410 -2.269 -0.541
H -3.196 1.977 -0.222
H -1.125 -2.550 -0.148
H 1.826 2.465 1.496
H 2.803 1.202 1.125
H 1.403 0.994 2.341
H 1.459 0.569 -1.925
H 2.694 1.418 -1.052
H 1.241 2.492 -1.497
H 1.181 -2.835 -0.024
H 2.424 -2.530 1.340
H 2.830 -2.224 -0.380
*
```

Atomic partial charges in e from the Löwdin method, atoms 1 to 6:
1. C -0.052
2. C -0.037
3. C 0.023
4. C -0.004
5. C -0.193
6. C -0.200

Structures ranked by computed energy, the most stable listed first: <ii>, <i>, <iii>.

<i>
The following is a DFT calculation (ωB97M-V/def2-TZVPD) of a gas-phase ion, C4H10NS (charge -1).

Computed properties:
SMILES: CCNCC[S-]
Lowest unoccupied orbital energy: 3.617 eV

ORCA input file:
```
! wB97M-V def2-TZVPD RIJCOSX def2/J DEFGRID3
* xyz -1 1
C -3.291 -0.497 -0.678
C -1.902 -0.203 -0.106
N -0.900 -0.567 -1.100
C 0.504 -0.525 -0.616
C 0.905 0.684 0.227
S 2.520 0.499 1.039
H -3.386 -0.096 -1.691
H -3.424 -1.576 -0.746
H -4.105 -0.112 -0.055
H -1.711 -0.885 0.731
H -1.885 0.797 0.316
H -0.968 0.145 -1.828
H 1.148 -0.565 -1.501
H 0.662 -1.411 -0.006
H 0.180 0.737 1.047
H 0.808 1.564 -0.409
*
```

Atomic partial charges in e from the Löwdin method, atoms 1 to 6:
1. C -0.120
2. C -0.336
3. N -0.101
4. C -0.352
5. C -0.830
6. S 0.047

<ii>
The following is a DFT calculation (ωB97M-V/def2-TZVPD) of a gas-phase ion, C4H10NS (charge -1).

Computed properties:
SMILES: CNCCC[S-]
Lowest unoccupied orbital energy: 3.659 eV

ORCA input file:
```
! wB97M-V def2-TZVPD RIJCOSX def2/J DEFGRID3
* xyz -1 1
C -1.230 1.128 -1.464
N -0.774 -0.265 -1.567
C -0.261 -0.852 -0.289
C 0.477 0.100 0.652
C 1.144 -0.659 1.799
S 2.174 0.415 2.862
H -1.566 1.279 -0.443
H -2.121 1.258 -2.088
H -0.479 1.885 -1.664
H -0.066 -0.301 -2.284
H 0.492 -1.595 -0.533
H -1.168 -1.293 0.115
H -0.072 0.958 1.042
H 1.301 0.542 0.075
H 1.783 -1.437 1.402
H 0.367 -1.162 2.386
*
```

Atomic partial charges in e from the Löwdin method, atoms 1 to 6:
1. C -0.160
2. N -0.146
3. C -0.248
4. C -0.345
5. C -0.822
6. S 0.030

Structures ranked by computed energy, the most stable listed first: <i>, <ii>.

<i>
The following is a DFT calculation (ωB97M-V/def2-TZVPD) of a single C3H9NOS molecule.

Computed properties:
SMILES: OCNCCS
Lowest unoccupied orbital energy: 0.706 eV

ORCA input file:
```
! wB97M-V def2-TZVPD RIJCOSX def2/J DEFGRID3
* xyz 0 1
O -1.328 -2.404 -0.090
C -1.323 -1.411 0.926
N -0.232 -0.437 0.923
C 0.028 0.311 -0.373
C 1.040 1.628 -0.096
S 0.937 2.706 -1.589
H -0.686 -2.273 -0.785
H -2.411 -0.958 0.846
H -1.353 -2.120 1.830
H 0.586 -0.920 1.298
H 0.690 -0.378 -0.986
H -0.938 0.494 -0.922
H 0.736 2.203 0.834
H 2.059 1.155 0.242
H 2.194 2.405 -2.054
*
```

Atomic partial charges in e from the Löwdin method, atoms 1 to 6:
1. O -0.097
2. C -0.322
3. N -0.084
4. C -0.255
5. C -0.551
6. S 0.642

<ii>
The following is a DFT calculation (ωB97M-V/def2-TZVPD) of 2 unconnected molecules or ions with the total composition C3H9NOS.

Computed properties:
SMILES: NC=O.CCS
Lowest unoccupied orbital energy: 0.553 eV

ORCA input file:
```
! wB97M-V def2-TZVPD RIJCOSX def2/J DEFGRID3
* xyz 0 1
N -0.049 1.960 -1.847
C -1.296 1.492 -2.177
O -2.181 2.340 -2.421
H 0.380 1.541 -1.040
H 0.281 2.879 -2.104
H -1.478 0.424 -2.309
C 0.816 -1.593 0.578
C -0.188 -1.028 1.692
S 0.734 -1.039 3.210
H 1.310 -2.571 0.895
H 1.546 -0.771 0.341
H 0.205 -1.823 -0.395
H -0.449 0.010 1.336
H -1.113 -1.593 1.682
H 1.480 -0.228 2.559
*
```

Atomic partial charges in e from the Löwdin method, atoms 1 to 6:
1. N 0.090
2. C -0.360
3. O -0.023
4. H 0.071
5. H 0.101
6. H 0.119

Structures ranked by computed energy, the most stable listed first: <ii>, <i>.

<i>
The following is a DFT calculation (ωB97M-V/def2-TZVPD) of a molecular structure, FH2O3PS.

Computed properties:
Lowest unoccupied orbital energy: 0.001 eV

ORCA input file:
```
! wB97M-V def2-TZVPD RIJCOSX def2/J DEFGRID3
* xyz 0 1
O -1.739 1.260 1.220
O -0.676 -0.363 -0.459
O 0.535 0.374 1.359
F -0.224 2.000 -0.333
P 0.697 -1.441 -0.232
S -0.581 0.783 0.637
H 0.500 -2.289 -1.407
H 1.489 -0.324 -0.785
*
```

Atomic partial charges in e from the Löwdin method, atoms 1 to 6:
1. O -0.183
2. O -0.567
3. O -0.337
4. F -0.147
5. P 0.878
6. S 0.475

<ii>
The following is a DFT calculation (ωB97M-V/def2-TZVPD) of a molecular structure, FH2O3PS.

Computed properties:
Lowest unoccupied orbital energy (alpha / beta): -2.505 / -2.504 eV

ORCA input file:
```
! wB97M-V def2-TZVPD RIJCOSX def2/J DEFGRID3
* xyz 0 1
O 0.032 0.667 -1.329
O -0.623 -1.395 -0.132
O -0.704 0.271 1.908
F -1.478 1.354 1.661
P 0.615 -0.473 -0.429
S 2.429 -1.099 -0.778
H 0.629 1.305 -1.753
H -0.900 -0.630 0.852
*
```

Atomic partial charges in e from the Löwdin method, atoms 1 to 6:
1. O -0.170
2. O -0.305
3. O -0.218
4. F -0.182
5. P 0.314
6. S 0.351

Structures ranked by computed energy, the most stable listed first: <i>, <ii>.

<i>
The following is a DFT calculation (ωB97M-V/def2-TZVPD) of 7 unconnected molecules or ions with the total composition C7H28O7.

Computed properties:
SMILES: CO.CO.CO.CO.CO.CO.CO
Lowest unoccupied orbital energy: 0.354 eV

ORCA input file:
```
! wB97M-V def2-TZVPD RIJCOSX def2/J DEFGRID3
* xyz 0 1
C 1.152 5.709 3.240
O 1.468 7.055 3.029
H 0.064 5.754 3.209
H 1.645 5.128 2.461
H 1.570 5.413 4.202
H 2.416 6.995 2.884
C -4.926 -1.272 5.277
O -4.372 -0.080 5.932
H -4.640 -2.071 5.962
H -6.008 -1.366 5.371
H -4.722 -1.414 4.216
H -3.458 -0.124 6.220
C 2.952 3.338 -4.718
O 3.982 3.059 -3.781
H 2.283 2.482 -4.809
H 2.366 4.213 -4.440
H 3.308 3.639 -5.704
H 4.606 3.759 -3.986
C 0.184 -0.089 0.210
O 1.516 -0.443 -0.172
H 0.167 0.975 0.448
H -0.321 -0.131 -0.755
H -0.335 -0.709 0.940
H 1.962 0.172 -0.759
C -6.900 -2.096 -1.828
O -5.910 -2.305 -0.832
H -6.978 -3.018 -2.404
H -7.871 -1.770 -1.454
H -6.675 -1.253 -2.483
H -5.856 -1.505 -0.304
C 6.343 -1.240 -7.135
O 5.720 -1.275 -5.852
H 5.730 -0.783 -7.912
H 7.208 -0.580 -7.064
H 6.653 -2.248 -7.413
H 5.474 -0.396 -5.555
C 0.190 -5.147 3.994
O -0.052 -4.966 5.399
H 0.864 -4.468 3.472
H 0.484 -6.168 3.748
H -0.750 -5.032 3.454
H -0.534 -5.741 5.696
*
```

Atomic partial charges in e from the Löwdin method, atoms 1 to 6:
1. C -0.178
2. O -0.130
3. H 0.086
4. H 0.078
5. H 0.076
6. H 0.069

<ii>
The following is a DFT calculation (ωB97M-V/def2-TZVPD) of 7 unconnected molecules or ions with the total composition C7H28O7.

Computed properties:
SMILES: CO.CO.CO.CO.CO.CO.CO
Lowest unoccupied orbital energy: 0.277 eV

ORCA input file:
```
! wB97M-V def2-TZVPD RIJCOSX def2/J DEFGRID3
* xyz 0 1
C -1.388 3.187 -1.344
O -2.683 3.738 -1.086
H -0.637 3.882 -1.004
H -1.148 2.785 -2.336
H -1.364 2.355 -0.676
H -2.742 4.188 -0.264
C 0.576 3.089 1.880
O -0.524 2.228 1.640
H 1.404 2.848 1.299
H 0.963 2.774 2.813
H 0.411 4.181 1.723
H -1.183 2.418 2.339
C 0.107 -2.503 0.032
O -0.659 -2.130 -1.122
H -0.333 -2.092 0.956
H 1.102 -2.104 0.063
H 0.142 -3.612 0.259
H -0.568 -1.182 -1.189
C -1.033 -0.253 3.038
O -0.990 -1.453 3.733
H -1.123 -0.259 1.975
H -0.172 0.230 3.274
H -1.901 0.291 3.328
H -0.197 -1.817 3.345
C 3.472 -2.920 0.226
O 2.775 -3.793 1.101
H 3.070 -2.991 -0.782
H 4.541 -3.097 0.169
H 3.287 -1.919 0.555
H 2.903 -4.629 0.737
C 1.401 0.765 -0.988
O 0.149 0.417 -0.397
H 1.545 1.810 -0.906
H 1.399 0.393 -2.022
H 2.212 0.220 -0.661
H -0.097 0.918 0.375
C -2.125 -1.200 -3.655
O -2.206 -0.045 -2.926
H -2.313 -0.963 -4.641
H -2.857 -1.932 -3.214
H -1.082 -1.532 -3.644
H -2.134 -0.290 -2.005
*
```

Atomic partial charges in e from the Löwdin method, atoms 1 to 6:
1. C -0.142
2. O -0.105
3. H 0.070
4. H 0.093
5. H 0.034
6. H 0.049

Structures ranked by computed energy, the most stable listed first: <ii>, <i>.